(1)
Entry from the OMol25 dataset: C8H16N4 as an isolated structure in a non-equilibrium geometry (wB97M-V/def2-TZVPD).

Geometry as XYZ:
```
28
Properties=species:S:1:pos:R:3:forces:R:3
C 0.351 -2.113 -0.419 -2.3584 0.2545 -0.9468
C -0.077 2.125 -0.606 -1.8134 0.4668 -2.0020
C -0.612 -0.410 0.562 3.4388 2.9624 -0.9325
C 0.747 -0.011 0.182 -3.3129 -3.7535 1.1325
C -2.178 -2.109 0.008 -1.5610 -4.4011 1.2979
C -2.400 2.084 -1.283 -0.2938 3.5823 -2.8609
C 2.642 -1.401 -0.746 4.4650 -2.3375 -0.6871
C 2.271 1.797 -0.089 0.4267 -0.8491 2.7146
N -0.829 -1.603 0.041 0.7728 -0.1813 0.8054
N -1.149 1.550 -0.980 3.4646 0.0524 2.1041
N 1.288 -1.201 -0.444 -1.4955 2.4592 1.9214
N 1.065 1.292 -0.099 1.1911 2.1563 -1.5453
H 0.298 -3.028 -0.953 0.7708 -0.9392 -0.0678
H 0.244 3.192 -0.778 -0.4326 -0.9926 0.5948
H -1.358 0.182 1.093 0.2639 -0.3908 -0.2782
H 0.869 1.606 2.730 -0.3546 2.3596 -0.3929
H -2.342 -2.812 -0.835 0.5152 0.4268 0.3893
H -2.479 -2.745 0.961 1.0577 1.3246 -1.7187
H -2.971 -1.405 -0.084 0.1142 1.2953 -0.0991
H -2.640 3.017 -0.738 -0.1523 -0.8301 0.4238
H -2.403 2.580 -2.333 0.3529 -0.9833 1.1480
H -3.167 1.360 -1.375 -0.6864 -0.6946 0.5266
H 3.015 -0.938 -1.659 -0.5323 0.5880 0.0154
H 2.870 -2.482 -0.972 -0.8405 0.8256 0.1960
H 3.455 -1.248 0.048 -1.8299 0.3719 -0.5062
H 2.982 1.207 0.545 -0.3815 0.3595 -1.1640
H 0.748 2.413 2.579 0.3347 -2.3430 0.4841
H 2.637 2.830 -0.295 -1.1233 -0.7890 -0.5524
```
Positions in Å, forces in eV/Å.

Properties
strongest force on any atom	5.1	eV/Å
total charge	+2
HOMO (spin up / spin down)	-17.098 / -17.098	eV
ΔE to the lowest compared entry with this formula, charge and spin	92.6	kcal per mole
HOMO-LUMO gap (spin up / spin down)	7.99 / 7.99	eV

(2)
Entry from the OMol25 dataset: a 2-piece molecular cluster, C8H16N4O2 overall in a non-equilibrium geometry (wB97M-V/def2-TZVPD).

Geometry as XYZ:
```
30
Properties=species:S:1:pos:R:3:forces:R:3
C -0.847 -2.010 -1.176 4.9432 -2.2663 -0.6848
C 1.432 1.089 -0.333 1.3159 -0.0306 -3.1584
C 2.534 0.350 0.392 2.9334 0.8009 0.9378
C 0.601 -0.668 0.822 0.9738 0.6656 -0.6932
C 3.922 -0.096 -0.272 -0.5817 2.5742 0.4231
C -3.440 1.363 -0.184 0.9906 -0.8049 0.9943
C -0.999 0.892 -0.379 -1.9771 1.1374 2.4287
C -2.307 0.540 0.553 0.9576 4.1863 -1.0064
N -1.898 -1.741 -1.570 -5.0851 0.8716 -2.1620
N 0.243 0.551 0.257 0.2452 1.1417 -0.2658
N -0.123 -1.250 1.759 -3.0403 0.8040 1.3796
N 0.308 -2.103 -0.775 0.4490 -0.6657 0.3495
O 1.929 -0.779 0.922 1.2109 -0.7615 0.6560
O -2.528 -0.772 0.703 -0.5213 -2.1975 -1.1975
H 1.648 2.181 -0.122 -0.9064 -1.0183 -0.8500
H 1.503 0.793 -1.530 -0.2827 1.1315 2.4939
H 2.854 1.080 1.191 -0.3582 -0.9028 -0.1200
H 3.971 -1.156 -0.445 -0.0756 -0.3180 -0.1224
H 4.793 0.264 0.359 -1.1071 -0.7406 -0.5082
H 4.018 0.499 -1.197 0.0694 -0.5835 0.0094
H -4.377 1.080 0.327 0.2218 0.7483 -0.1558
H -3.053 2.432 0.007 -1.4763 -1.3876 -0.8902
H -3.540 0.983 -1.237 0.2666 0.9421 0.7475
H -1.214 0.474 -1.380 0.4101 0.0788 0.0582
H -1.084 2.029 -0.404 0.5599 -1.4822 -0.3858
H -2.202 1.029 1.571 0.2627 -0.5886 -1.0381
H -1.106 -1.233 1.418 0.3776 -0.4782 1.0588
H 0.170 -2.104 2.141 0.6349 -1.1697 0.2353
H 1.103 -2.574 -1.181 -0.0543 -0.0355 -0.3079
H -2.310 -1.146 -0.239 -1.3565 0.3488 1.7742
```
Positions in Å, forces in eV/Å.

Properties
strongest force on any atom	5.6	eV/Å
HOMO (spin up / spin down)	-3.849 / -8.983	eV
ΔE to the lowest compared entry with this formula, charge and spin	19.2	kcal per mole
2S+1	3
HOMO-LUMO gap (spin up / spin down)	4.48 / 5.94	eV

(3)
Entry from the OMol25 dataset: an isolated ion of composition C8H16N4O2 and charge +2 in a non-equilibrium geometry (wB97M-V/def2-TZVPD).

Geometry as XYZ:
```
30
Properties=species:S:1:pos:R:3:forces:R:3
C 1.473 -2.710 -0.491 2.1218 0.8302 0.9722
N 1.132 -1.317 -0.187 -1.1042 1.4443 0.5502
C 1.912 -0.365 0.216 -2.0384 -2.3876 -0.6923
O 3.186 -0.575 0.263 3.5381 1.8766 1.3108
N 1.329 0.837 0.593 -2.2322 0.0166 0.6235
C 1.963 2.094 0.878 -1.4139 2.6416 -2.2277
C -0.138 0.928 0.590 1.6145 0.6436 1.7558
C -0.933 -0.123 1.365 -0.7254 1.2032 -4.6909
N -2.027 -0.417 0.648 2.8571 1.3749 0.0127
C -3.012 -1.413 1.042 2.9518 -2.8601 -1.9284
C -1.879 0.179 -0.641 0.5354 1.2561 0.0377
O -2.789 -0.070 -1.528 0.0644 0.6805 0.1004
N -0.800 0.966 -0.695 -1.9955 -2.2465 0.0174
C -0.271 1.566 -1.905 -0.9430 -1.9513 -2.5578
H 0.808 -3.136 -1.194 -0.4936 -0.1306 -0.8439
H 1.448 -3.305 0.396 -0.5966 -0.3327 0.9095
H 2.543 -2.875 -0.740 -0.5990 0.5061 -0.6011
H 3.826 0.090 0.730 -1.9550 -1.4859 -1.2204
H 2.010 2.745 -0.125 0.1466 -1.0862 2.3871
H 1.400 2.648 1.671 0.1946 -0.3617 -0.8451
H 2.899 2.033 1.316 2.0912 -0.5254 0.4167
H -0.366 1.939 1.100 0.1568 -1.3459 -0.5491
H -0.763 -0.387 2.350 0.2367 -0.8125 1.8873
H -3.192 -2.054 0.122 -0.3162 0.8235 1.2929
H -2.388 -2.009 1.730 -1.0364 -0.1648 -0.0269
H -3.814 -0.976 1.492 -2.4187 1.0150 0.9913
H -2.998 0.632 -2.211 0.5619 -0.8502 0.7347
H 0.587 0.963 -2.358 -1.1068 0.6758 0.9032
H -0.012 2.571 -1.769 0.4492 1.4016 0.4321
H -1.135 1.541 -2.657 1.4548 0.1519 0.8481
```
Positions in Å, forces in eV/Å.

Properties
strongest force on any atom	4.9	eV/Å
total charge	+2
SMILES	C/N=C(\O)N(C)[C@@H]1C=[N+](C)C(O)=[N+]1C
HOMO (spin up / spin down)	-15.890 / -15.890	eV
ΔE to the lowest compared entry with this formula, charge and spin	39.0	kcal per mole
HOMO-LUMO gap (spin up / spin down)	6.35 / 6.35	eV